Record 1
Below is C34H41ClN4P2Pt as an isolated structure, with properties calculated with the ωB97M-V functional and the def2-TZVPD basis.

Calculated values
net charge: +2
multiplicity: 5
HOMO level (spin up / spin down): -11.9 / -11.9 eV
maximum force: 3.75 eV/Å
calculated total energy: -76205.925 eV

The geometry in XYZ format:
```
83
Properties=species:S:1:pos:R:3:forces:R:3:lowdin_charge:R:1
Pt -0.4237 -2.7435 -1.6165 0.15 -0.34 0.10 0.99
C -1.1886 2.2104 -1.4618 -0.88 0.03 -0.26 -0.18
C -1.6406 1.3847 -2.4002 0.37 -0.61 0.66 -0.12
C -1.2496 1.4051 -3.8361 -0.59 0.10 -0.16 -0.23
C 0.1272 0.8818 -4.2792 0.23 -0.56 -0.19 -0.23
C 1.2544 0.7950 -3.2908 0.06 -0.26 0.68 -0.14
C 1.6390 1.7444 -2.4381 0.13 0.05 -0.47 -0.13
C 1.0816 3.1377 -2.4542 0.18 0.09 0.00 -0.17
C -0.2654 3.3501 -1.7124 0.43 0.83 0.22 -0.19
C 1.4494 -2.1683 -1.1076 0.61 -0.32 -0.48 -0.27
H -1.6659 2.2020 -0.4790 0.21 -0.19 -0.20 0.10
H -2.3654 0.6043 -2.1452 0.05 0.42 0.13 0.10
H -1.3914 2.4255 -4.2134 0.08 -0.23 0.03 0.10
H -2.0167 0.7410 -4.2904 0.66 0.84 -0.09 0.02
H -0.0254 -0.1596 -4.6149 -0.05 0.37 -0.03 0.03
H 0.4876 1.4437 -5.1582 -0.31 -0.02 0.12 0.11
H 1.7407 -0.1837 -3.2561 0.03 0.22 0.12 0.07
H 2.4589 1.5636 -1.7420 -0.14 -0.18 -0.14 0.10
H 0.9629 3.4954 -3.4870 0.07 -0.29 0.13 0.12
H 1.8355 3.7965 -1.9979 -0.33 -0.07 -0.17 0.12
H -0.0416 3.8125 -0.7450 -0.11 0.06 -0.17 0.11
H -0.7895 4.1054 -2.3151 -0.12 -0.02 0.37 0.13
H 1.3793 -1.1305 -0.7675 0.14 -0.26 -0.31 -0.04
H 1.9389 -2.2870 -2.0828 0.54 0.22 0.51 -0.03
H 1.8576 -2.8286 -0.3337 -0.02 0.08 -0.30 0.01
P 1.5651 -1.1420 -6.4257 0.72 -0.76 -2.54 1.13
P -2.2832 -0.3067 -6.4486 -1.61 1.24 -2.79 1.12
N 2.8951 -0.0242 -6.8701 1.18 0.99 0.50 -0.19
N 2.1637 -2.3783 -7.5399 -0.27 -0.30 0.35 -0.28
N -2.3988 1.3322 -7.1586 0.67 0.28 0.81 -0.25
N -3.7368 -0.8264 -7.2991 -0.33 -1.12 0.04 -0.28
C 0.3536 -0.3169 -7.5698 -0.12 0.13 0.05 -0.41
C -1.0391 -0.9730 -7.6489 0.11 -0.30 -0.01 -0.37
C 4.0549 0.0910 -6.0933 -2.03 -0.27 -0.94 0.01
C 4.9546 0.9402 -6.7342 -0.03 1.35 -2.43 0.03
C 4.3408 1.3566 -7.9612 1.84 -0.28 1.93 0.04
C 3.0936 0.7383 -8.0220 -0.50 -0.99 1.45 0.00
C 2.5455 -3.6598 -7.1199 -0.08 -0.24 -1.06 -0.14
C 2.8472 -4.4304 -8.2374 -0.32 0.88 0.48 -0.06
C 2.6740 -3.5927 -9.3924 -0.19 0.77 0.97 -0.05
C 2.2877 -2.3389 -8.9335 0.01 -0.92 -0.02 -0.14
C -2.7675 2.4486 -6.4027 0.17 0.20 -0.59 -0.15
C -2.6455 3.5897 -7.1703 0.01 -0.95 0.07 -0.07
C -2.1976 3.1764 -8.4679 0.11 -1.17 0.47 -0.07
C -2.0457 1.7928 -8.4314 -0.02 0.86 0.37 -0.17
C -4.4901 -0.2498 -8.3359 -0.35 -0.87 -0.03 -0.12
C -5.4096 -1.1820 -8.8055 1.18 0.21 1.02 -0.07
C -5.2140 -2.3876 -8.0448 0.76 0.62 0.35 -0.08
C -4.1872 -2.1463 -7.1442 -0.71 0.54 -0.77 -0.17
H 0.7541 -0.3239 -8.5925 -0.05 -0.03 0.45 0.05
H 0.2835 0.7429 -7.2693 -0.07 -0.31 -0.05 0.07
H -1.4318 -0.8713 -8.6760 0.08 -0.14 0.53 0.09
H -0.9879 -2.0544 -7.4376 0.02 0.21 -0.17 0.08
H 4.1153 -0.4360 -5.1529 0.10 0.04 0.01 0.13
H 5.9374 1.2298 -6.3805 -0.22 -0.09 -0.03 0.13
H 4.7415 2.0232 -8.7148 0.01 -0.12 0.18 0.13
H 2.3423 0.8117 -8.7865 -0.02 0.06 -0.03 0.13
H 2.5512 -3.8917 -6.0657 -0.03 -0.10 -0.08 0.10
H 3.1412 -5.4738 -8.2452 -0.03 0.28 0.10 0.11
H 2.7945 -3.8757 -10.4329 0.07 0.11 0.29 0.11
H 2.0729 -1.4431 -9.4963 -0.03 -0.22 -0.01 0.09
H -3.0849 2.3192 -5.3787 -0.10 0.11 -0.28 0.10
H -2.8506 4.5945 -6.8358 -0.07 -0.06 -0.08 0.10
H -2.0085 3.8080 -9.3248 -0.05 -0.11 0.10 0.10
H -1.7289 1.1058 -9.2029 -0.13 0.18 0.05 0.10
H -4.3311 0.7678 -8.6449 -0.01 0.00 0.06 0.10
H -6.1310 -1.0212 -9.5941 0.09 0.04 0.15 0.10
H -5.7654 -3.3101 -8.1517 0.08 0.07 0.05 0.10
H -3.7290 -2.7719 -6.3980 -0.08 -0.17 0.07 0.09
Cl 0.5688 0.9306 0.6766 -0.19 -0.43 0.53 0.90
C -0.0546 -0.2715 1.7265 1.19 1.52 1.08 -0.53
C 0.2399 -0.1969 3.0921 -0.07 -0.17 0.32 -0.05
C -0.1378 -1.2376 3.9516 0.71 1.93 -0.10 0.01
C -0.7845 -2.3473 3.4108 -0.97 -1.42 -1.52 0.01
C -1.1043 -2.4004 2.0558 -0.02 -0.62 1.56 -0.01
C -0.8225 -1.3304 1.2017 -1.02 -1.68 -3.20 -0.25
C -1.2819 -1.4273 -0.2399 -0.80 1.51 2.37 -0.29
H 0.7638 0.6744 3.4735 -0.03 -0.18 -0.08 0.12
H 0.0615 -1.1703 5.0273 -0.01 -0.04 -0.53 0.14
H -1.0380 -3.1766 4.0655 0.00 0.06 -0.18 0.13
H -1.5787 -3.2755 1.6186 -0.05 0.15 0.27 0.13
H -2.3325 -1.7590 -0.2625 0.09 0.16 0.22 0.07
H -1.1764 -0.4564 -0.7584 -0.03 -0.40 0.12 0.00
```
Positions in Å, forces in eV/Å.



Record 2
Below is C34H41CoIN6O3Si2 as an isolated structure, with properties calculated with the ωB97M-V functional and the def2-TZVPD basis.

Calculated values
net charge: -2
multiplicity: 2
HOMO level (spin up / spin down): -0.7 / -0.6 eV
maximum force: 1.19 eV/Å
calculated total energy: -112492.177 eV

The geometry in XYZ format:
```
88
Properties=species:S:1:pos:R:3:forces:R:3:lowdin_charge:R:1
Co -0.7186 -0.2998 0.6014 0.41 0.20 -0.55 0.42
C -1.0728 4.4654 1.1975 -0.07 -0.09 -0.02 -0.02
C 0.2513 3.8306 1.4764 0.17 0.27 0.05 -0.26
N 1.3002 4.5798 1.6364 0.11 -0.02 0.03 0.10
C 2.5039 3.9748 1.8696 0.01 0.01 0.00 -0.14
C 2.6922 2.6248 1.9500 -0.01 0.00 -0.06 -0.16
C 4.1189 2.1798 2.1962 0.01 0.03 -0.17 -0.21
O 5.0284 2.7038 1.2167 -0.06 -0.10 0.09 -0.08
C 1.5569 1.7559 1.8152 0.15 -0.03 -0.15 -0.06
C 1.6771 0.3546 2.0265 -0.01 0.01 0.04 -0.10
N 0.7788 -0.6076 2.1727 0.01 -0.34 0.29 0.06
C 1.2879 -1.6851 2.9302 0.15 -0.12 0.39 -0.29
C 2.2944 -1.4424 3.9130 -0.21 0.12 -0.28 -0.04
C 2.9692 -2.4393 4.5930 -0.03 0.03 0.04 -0.11
C 2.6311 -3.7675 4.3970 -0.02 0.03 -0.03 -0.12
C 1.5411 -4.0381 3.5871 0.06 -0.02 0.05 -0.20
C 0.8584 -3.0338 2.9118 -0.25 0.18 -0.26 -0.62
I -0.8711 -3.7056 1.9422 -0.15 0.20 0.04 1.05
C 0.2940 2.3763 1.5511 0.46 -0.10 0.14 -0.30
O -0.7480 1.7281 1.3953 -0.59 -0.17 0.09 -0.03
H -0.9914 5.5464 1.2939 0.03 0.01 -0.02 0.07
H -1.8377 4.0787 1.8757 0.03 0.02 -0.03 0.07
H -1.4019 4.2061 0.1878 -0.04 0.00 0.04 0.07
H 3.3554 4.6364 1.9929 -0.07 0.03 -0.02 0.10
H 4.2155 1.0970 2.2393 0.03 -0.08 -0.06 0.09
H 4.4713 2.5743 3.1488 0.00 0.03 0.10 0.11
H 4.5486 2.7351 0.3821 -0.04 -0.01 -0.02 0.08
H 2.7017 0.0320 2.1652 0.18 0.05 0.13 0.08
H 2.5120 -0.4155 4.1716 0.06 0.05 -0.07 0.11
H 3.7370 -2.1682 5.3088 0.01 0.03 -0.04 0.09
H 3.1646 -4.5673 4.8970 -0.06 0.02 0.00 0.09
H 1.1979 -5.0580 3.4715 0.00 0.03 0.00 0.07
C 2.6003 -1.6368 -2.8032 0.01 0.04 -0.20 -0.19
Si 2.3036 -1.2818 -0.9491 -0.17 -0.23 -0.10 0.38
C 2.0420 -2.9712 -0.1365 -0.02 -0.04 0.10 -0.19
C 4.0286 -0.7697 -0.3364 0.09 0.15 0.16 -0.18
N 0.9323 -0.2965 -0.7208 -0.16 0.75 0.14 -0.10
C 0.6260 0.6384 -1.7091 0.24 -0.12 -0.11 -0.33
C 1.5776 1.2880 -2.5148 -0.06 -0.16 0.14 -0.10
C 1.2397 1.9675 -3.6919 -0.04 -0.05 0.07 -0.16
C -0.0896 1.9917 -4.0782 0.00 -0.07 0.12 -0.16
C -1.0632 1.4653 -3.2231 -0.05 -0.13 0.15 -0.10
C -0.7639 0.9288 -1.9472 -0.20 -0.09 -0.10 -0.32
N -1.6856 0.6229 -0.9687 0.30 0.00 -0.17 -0.09
Si -3.2008 1.4304 -0.9765 -0.03 0.18 -0.04 0.42
C -3.9606 1.8782 0.6888 0.11 -0.16 0.31 -0.18
C -3.1261 3.1505 -1.8199 0.05 0.07 -0.09 -0.19
C -4.5572 0.4921 -1.9118 -0.13 -0.13 -0.05 -0.18
H 2.8775 -2.6890 -2.9642 -0.02 0.14 0.07 0.02
H 3.4056 -1.0133 -3.2064 -0.08 -0.05 0.01 0.02
H 1.7038 -1.4157 -3.3946 0.22 0.01 0.00 0.02
H 2.6356 -3.0828 0.7793 -0.08 -0.01 -0.12 0.02
H 2.3330 -3.7788 -0.8201 -0.01 0.08 0.06 0.02
H 0.9893 -3.1201 0.1282 0.30 0.05 -0.22 -0.08
H 4.7876 -1.2977 -0.9282 -0.06 0.01 0.07 0.02
H 4.1885 -1.0392 0.7162 -0.03 0.07 -0.11 0.01
H 4.2165 0.3026 -0.4439 0.02 -0.01 0.00 0.01
H 2.6236 1.2164 -2.2159 -0.08 -0.03 -0.08 0.08
H 2.0054 2.4348 -4.3039 0.00 -0.04 0.05 0.07
H -0.3782 2.4296 -5.0295 -0.04 0.00 0.05 0.07
H -2.1054 1.4928 -3.5321 0.10 0.05 0.02 0.08
H -3.1735 2.2157 1.3765 -0.16 -0.05 -0.14 0.01
H -4.4721 1.0316 1.1509 0.03 0.06 -0.01 0.02
H -4.6797 2.6955 0.5467 0.08 -0.09 -0.03 0.02
H -3.6020 3.9041 -1.1798 0.01 -0.10 -0.06 0.01
H -3.6495 3.1492 -2.7851 0.07 0.03 0.09 0.02
H -2.0968 3.4636 -2.0146 -0.08 0.01 0.02 0.01
H -4.8636 -0.4103 -1.3661 0.07 0.14 -0.07 0.01
H -4.2214 0.1871 -2.9128 -0.04 0.05 0.13 0.02
H -5.4457 1.1296 -2.0287 0.09 -0.09 0.00 0.02
N -5.8853 -3.7219 -2.6237 -0.53 -0.15 -0.03 0.13
C -4.7734 -3.4524 -2.5531 0.70 0.21 0.05 -0.20
C -3.3654 -3.1478 -2.5113 -0.08 0.01 0.04 -0.21
C -2.5484 -3.5132 -3.5746 0.07 -0.07 -0.19 -0.04
C -1.2052 -3.2131 -3.4990 0.04 -0.04 -0.14 -0.04
C -0.7253 -2.5710 -2.3621 0.11 0.10 -0.11 -0.11
N -1.4955 -2.2291 -1.3434 -0.11 -0.29 0.25 0.11
C -2.7926 -2.5020 -1.4170 -0.31 0.05 0.25 -0.09
H -2.9727 -4.0138 -4.4357 0.02 -0.01 -0.02 0.11
H -0.5272 -3.4663 -4.3039 -0.01 0.02 0.00 0.10
H 0.3220 -2.2998 -2.2765 -0.23 -0.11 0.04 0.06
H -3.3955 -2.1819 -0.5661 0.17 0.01 -0.06 0.09
C -2.2809 -0.2985 3.1450 -0.06 0.09 -0.01 -0.10
C -2.2584 -0.6130 1.6459 -0.95 -0.62 -0.35 -0.52
O -3.3058 -1.1077 1.1829 0.57 0.28 0.47 -0.15
H -3.2292 -0.6174 3.5934 0.06 0.03 -0.07 0.06
H -2.1470 0.7815 3.2626 0.03 -0.07 0.04 0.06
H -1.4421 -0.7877 3.6493 -0.02 0.05 -0.04 0.04
```
Positions in Å, forces in eV/Å.



Which of these has the lowest multiplicity? C34H41CoIN6O3Si2



Which formula does entry 2 have? C34H41CoIN6O3Si2



The highest net charge belongs to which entry? C34H41ClN4P2Pt



Look up the multiplicity of the second one. 2